The following is a quantum chemistry calculation of a cluster of 2 separate species, C4H6ClP in total, from the Open Molecules 2025 dataset.

## Properties
* strongest force on any atom: 0.019 Eh/bohr
* HOMO-LUMO gap: 9.55 eV
* SMILES: C=C=PCl.C=C
* energy relative to the best compared isomer or geometry (same formula, charge and spin): 27.9 kcal per mole
* HOMO level: -0.3426 hartree
* spin multiplicity: 1
* energy: -957.473654 hartree

Geometry as XYZ:
```
12
Properties=species:S:1:pos:R:3:forces:R:3
C -0.0999 -2.5968 -0.5480 0.343 -0.225 0.209
C -1.1173 -1.8529 -0.8492 -0.697 0.442 -0.243
P -2.4218 -0.9305 -1.2248 0.391 -0.511 0.711
Cl -1.9876 -0.4551 -3.1548 0.054 0.234 -0.645
H -0.1012 -3.6669 -0.7012 -0.137 -0.153 -0.075
H 0.8116 -2.1949 -0.1237 0.035 0.175 0.051
C 0.5261 1.3776 0.0766 0.229 -0.114 -0.105
C -0.5455 1.9373 0.5970 -0.272 0.056 0.084
H 1.4343 1.9329 -0.0948 0.130 0.126 -0.006
H 0.5407 0.3373 -0.2088 -0.053 -0.141 -0.045
H -0.5686 2.9782 0.8730 0.044 0.205 0.057
H -1.4560 1.3798 0.7620 -0.068 -0.094 0.006
```
Forces are in eV/Å.

From a natural (NBO) analysis of the wavefunction, the atomic charges in e read: atom 1 (C): -0.41, atom 2 (C): -0.43, atom 3 (P): 0.67, atom 4 (Cl): -0.29, atom 5 (H): 0.23, atom 6 (H): 0.22, atom 7 (C): -0.38, atom 8 (C): -0.38, atom 9 (H): 0.19, atom 10 (H): 0.19, atom 11 (H): 0.19, atom 12 (H): 0.19